345
Properties=species:S:1:pos:R:3:lowdin_charge:R:1 method="wB97M-V/def2-TZVPD" homo_ev=-8.05 lumo_ev=-0.292 total_charge=0
C 3.80767 -0.92852 4.08029 -0.746
O 2.80802 -0.87623 3.33721 -0.017
N 5.01547 -1.27158 3.77899 0.208
N 3.87607 -0.49844 5.28436 0.180
H 5.63535 -1.42635 4.56123 0.128
H 5.26250 -1.64542 2.87383 0.083
H 4.72220 -0.61493 5.82344 0.127
H 3.04538 -0.18983 5.76892 0.115
C -2.21959 -1.38639 -5.69997 -0.730
O -1.07247 -0.97893 -5.93709 -0.015
N -3.23145 -1.10557 -6.42577 0.200
N -2.57730 -2.02615 -4.63689 0.201
H -3.06931 -0.60666 -7.28884 0.130
H -4.13109 -1.49962 -6.19022 0.102
H -1.83842 -2.51388 -4.15081 0.056
H -3.50739 -2.41436 -4.70260 0.102
C 4.50621 -2.44903 -4.71754 -0.743
O 3.66441 -1.59134 -4.54883 0.023
N 5.67948 -2.25845 -4.25459 0.198
N 4.52925 -3.56070 -5.40570 0.186
H 5.85617 -1.33704 -3.88056 0.072
H 6.44305 -2.72655 -4.72143 0.127
H 3.72254 -3.96264 -5.86152 0.125
H 5.35227 -4.12190 -5.57243 0.119
C 2.59253 -4.55042 4.00869 -0.631
O 3.47681 -4.34736 4.89634 -0.031
N 2.40935 -5.72618 3.32426 0.152
N 1.74786 -3.60681 3.54961 0.185
H 1.63029 -5.81325 2.68740 0.074
H 2.80909 -6.60853 3.61021 0.107
H 1.97484 -2.62758 3.64802 0.059
H 1.23600 -3.90437 2.73135 0.066
C 1.42957 2.82384 3.73534 -0.713
O 1.36893 3.08557 2.52189 0.014
N 2.21860 1.95866 4.29141 0.159
N 0.66311 3.31791 4.69773 0.187
H 2.04376 1.62479 5.22845 0.095
H 2.99434 1.49174 3.84383 0.097
H 1.02398 2.92222 5.55406 0.102
H -0.16484 3.87076 4.52758 0.105
C 1.08562 2.00965 -7.02945 -0.770
O 1.50726 3.09010 -7.39028 0.001
N 1.53307 1.43237 -5.97663 0.192
N -0.11236 1.54464 -7.40715 0.161
H 0.90173 0.84474 -5.45108 0.104
H 2.37622 1.74923 -5.51969 0.062
H -0.50764 1.88411 -8.27237 0.112
H -0.44221 0.71453 -6.93575 0.055
C 0.57440 -3.18275 -4.11432 -0.701
O -0.55670 -3.61746 -4.03223 0.013
N 0.93540 -2.12533 -4.79352 0.180
N 1.69396 -3.80412 -3.71556 0.168
H 0.22325 -1.76945 -5.41504 0.039
H 1.91884 -1.90072 -4.84344 0.054
H 1.71727 -4.70916 -3.26783 0.034
H 2.58251 -3.32798 -3.77784 0.060
C -5.69415 4.58417 -3.85895 -0.037
C -5.39661 4.09341 -2.43387 -0.471
C -4.39822 2.97241 -2.39184 -0.193
O -4.76259 1.74177 -3.04788 -0.194
C -3.60281 0.92550 -3.14505 -0.117
N -4.81040 5.14898 -1.75487 0.046
H -6.17683 5.55836 -3.78100 0.073
H -6.40757 3.99000 -4.43001 0.076
H -4.74709 4.80579 -4.35094 0.057
H -6.30511 3.90671 -1.86127 0.132
H -4.31578 2.59960 -1.37090 0.121
H -3.43478 3.34401 -2.74084 0.111
H -2.80235 1.20381 -2.45956 0.076
H -3.19763 1.17309 -4.12619 0.087
H -3.82539 -0.13462 -3.02383 0.062
H -3.89782 5.29836 -2.16105 0.040
H -4.51997 4.78703 -0.85780 0.029
C 3.31744 2.39112 -2.94442 -0.019
C 4.59231 1.71261 -3.53405 -0.436
C 5.22537 0.70166 -2.64219 -0.295
O 6.36721 0.30283 -3.18182 -0.189
C 7.26031 -0.36235 -2.22766 -0.044
N 4.21053 1.21144 -4.77947 0.059
H 2.56380 1.61847 -2.79230 0.071
H 2.82035 2.96736 -3.72477 0.059
H 3.47854 3.08958 -2.12326 0.070
H 5.30527 2.52512 -3.67415 0.148
H 4.61034 -0.17896 -2.45690 0.116
H 5.40488 1.19840 -1.68871 0.131
H 8.14646 -0.82631 -2.66075 0.095
H 6.81529 -1.07178 -1.52997 0.069
H 7.67408 0.42399 -1.59633 0.078
H 5.09283 0.90994 -5.16774 0.091
H 3.94552 0.27531 -4.50828 0.041
C 1.88016 -0.87840 -0.66526 -0.048
C 1.32522 0.43290 -0.00615 -0.358
C -0.05291 0.30024 0.79678 -0.136
O -0.95605 -0.24771 -0.19242 -0.170
C -2.28750 -0.23401 0.24506 -0.114
N 2.49082 0.88940 0.75419 0.055
H 1.10047 -1.40450 -1.21609 0.063
H 2.30824 -1.54647 0.08209 0.047
H 2.69674 -0.68427 -1.36068 0.053
H 1.13410 1.12392 -0.82717 0.121
H -0.31159 1.27586 1.20830 0.095
H 0.09764 -0.30986 1.68741 0.097
H -3.02126 -0.04039 -0.53738 0.073
H -2.49461 0.53994 0.98412 0.063
H -2.57718 -1.17862 0.70541 0.064
H 2.39769 0.32571 1.58706 0.021
H 2.42811 1.85316 1.04969 0.041
C -1.15092 4.22385 0.15446 -0.003
C -2.37154 4.02147 1.13579 -0.356
C -2.02879 3.87987 2.63645 -0.209
O -3.13584 3.58667 3.49813 -0.183
C -3.45478 2.20527 3.62406 -0.092
N -3.47253 4.99816 0.98608 0.035
H -1.38573 4.25189 -0.90957 0.059
H -0.35866 3.50780 0.37288 0.055
H -0.60364 5.15226 0.31769 0.072
H -2.87088 3.06242 0.99804 0.106
H -1.69072 4.82355 3.06454 0.125
H -1.22715 3.15383 2.77192 0.085
H -4.49030 2.19439 3.96419 0.088
H -2.86925 1.65022 4.35698 0.066
H -3.49896 1.63194 2.69808 0.068
H -3.25660 5.98409 1.02355 0.084
H -4.23136 4.93217 1.64936 0.077
C -5.08316 -5.61621 2.31257 -0.054
C -5.10587 -5.43408 3.85729 -0.394
C -4.02875 -4.44011 4.40441 -0.173
O -2.72171 -4.98022 4.11731 -0.192
C -1.62075 -4.06356 3.92446 -0.092
N -6.48271 -5.07293 4.20792 0.037
H -5.99134 -6.09144 1.94180 0.077
H -4.24026 -6.23797 2.01082 0.069
H -4.92181 -4.69311 1.75585 0.043
H -4.90327 -6.38459 4.35084 0.131
H -4.05562 -4.19366 5.46584 0.106
H -4.13033 -3.50908 3.84677 0.092
H -1.30217 -3.59300 4.85461 0.064
H -1.83227 -3.26041 3.21855 0.073
H -0.79268 -4.69935 3.61113 0.071
H -6.44937 -5.00664 5.21519 0.062
H -6.57804 -4.07892 4.05642 0.014
C 10.26742 -0.87275 1.34720 -0.069
C 9.60236 0.48834 1.48411 -0.369
C 7.98797 0.46235 1.65274 -0.160
O 7.49216 1.65669 2.24957 -0.199
C 6.09309 1.65721 2.44740 -0.109
N 10.11501 1.07837 2.75431 0.021
H 9.80569 -1.53151 2.08269 0.068
H 11.35691 -0.84056 1.35554 0.083
H 10.01594 -1.31739 0.38431 0.068
H 9.91315 1.18159 0.70250 0.124
H 7.63928 -0.41117 2.20363 0.107
H 7.52466 0.29533 0.68034 0.087
H 5.69845 2.62629 2.75277 0.080
H 5.77430 1.04696 3.29242 0.054
H 5.45844 1.38757 1.60324 0.083
H 9.48414 1.81540 3.03519 0.047
H 10.11987 0.41549 3.51633 0.062
C -9.48594 -2.96485 -5.68727 -0.093
C -8.13987 -3.47412 -6.10415 -0.395
C -6.97359 -3.32715 -5.01037 -0.164
O -6.32002 -2.06571 -5.04909 -0.232
C -6.63239 -1.21826 -3.93161 -0.056
N -8.46387 -4.90280 -6.29689 0.015
H -10.32615 -3.28025 -6.30588 0.082
H -9.33313 -1.88673 -5.63811 0.072
H -9.65811 -3.24698 -4.64859 0.074
H -7.90211 -2.95283 -7.03142 0.131
H -6.09085 -3.89673 -5.30100 0.112
H -7.09828 -3.66166 -3.98049 0.104
H -5.85926 -0.45286 -3.99888 0.071
H -6.54698 -1.83836 -3.03927 0.072
H -7.60567 -0.74315 -4.05448 0.090
H -8.92057 -5.03900 -7.18738 0.070
H -7.59498 -5.41104 -6.37946 0.056
C 4.62536 8.07781 -1.53548 -0.092
C 3.92961 7.25631 -2.59687 -0.414
C 2.42016 6.76770 -2.36761 -0.144
O 2.11566 5.65976 -1.47210 -0.199
C 2.50070 5.94539 -0.13838 -0.109
N 4.11448 7.95565 -3.86118 0.021
H 5.63897 8.29303 -1.87367 0.072
H 4.74533 7.44898 -0.65328 0.031
H 4.14713 8.95706 -1.10382 0.080
H 4.59482 6.39305 -2.61652 0.116
H 1.91647 6.59493 -3.31869 0.086
H 1.83073 7.64188 -2.09104 0.115
H 1.97629 5.26048 0.52794 0.068
H 2.08081 6.90908 0.14988 0.093
H 3.56736 5.86718 0.07188 0.073
H 3.81249 7.35213 -4.61262 0.066
H 5.06612 8.16438 -4.12750 0.066
C -11.02427 -0.85762 -1.57136 -0.038
C -10.45001 -0.65572 -0.13943 -0.424
C -9.58342 0.56888 0.08809 -0.175
O -8.40190 0.14757 -0.58304 -0.211
C -7.39850 1.10868 -0.53264 -0.122
N -11.57098 -0.68036 0.77162 0.018
H -11.49553 0.00029 -2.05096 0.076
H -11.89977 -1.49343 -1.43969 0.063
H -10.33818 -1.32192 -2.27974 0.063
H -9.91118 -1.55215 0.16745 0.116
H -9.31616 0.61223 1.14393 0.116
H -9.93133 1.50447 -0.34978 0.135
H -7.34814 1.66100 0.40572 0.090
H -7.48155 1.85171 -1.32580 0.080
H -6.45897 0.57863 -0.68894 0.081
H -12.13468 -1.47120 0.49431 0.059
H -12.28151 -0.01816 0.49459 0.067
C 6.82911 4.57243 -0.70970 -0.029
C 7.16162 5.29277 0.64282 -0.450
C 8.60164 4.99387 1.06443 -0.221
O 9.51620 5.56762 0.17015 -0.179
C 10.86404 5.67496 0.59570 -0.099
N 6.97521 6.66971 0.53815 0.055
H 7.43411 5.00653 -1.50571 0.078
H 5.76257 4.63462 -0.92589 0.060
H 7.11110 3.52101 -0.76538 0.064
H 6.48570 4.85784 1.37907 0.129
H 8.71061 3.91700 1.19317 0.108
H 8.73010 5.41133 2.06309 0.120
H 10.99463 6.17618 1.55477 0.082
H 11.46583 6.38655 0.03038 0.083
H 11.33500 4.69200 0.58575 0.088
H 7.55343 6.85889 -0.26806 0.076
H 7.40187 7.18344 1.29586 0.087
C -2.60101 -2.59466 7.76168 -0.081
C -3.17841 -1.35663 7.22606 -0.428
C -2.02603 -0.56612 6.46679 -0.170
O -1.75575 -1.09153 5.16539 -0.211
C -0.60381 -0.62587 4.47288 -0.090
N -4.27661 -1.67362 6.35467 0.052
H -3.36942 -3.23904 8.18878 0.085
H -2.05580 -2.29588 8.65699 0.081
H -1.96131 -3.14304 7.07018 0.080
H -3.59358 -0.71457 8.00291 0.140
H -1.07200 -0.54563 6.99358 0.111
H -2.32603 0.48176 6.46053 0.104
H -0.17427 -1.27383 3.70884 0.068
H 0.16198 -0.41217 5.21854 0.069
H -0.73400 0.36963 4.04848 0.070
H -4.81630 -0.86425 6.08308 0.072
H -3.96934 -1.93782 5.42953 0.040
C 0.94565 -7.55518 -0.52627 -0.056
C 1.13811 -6.18736 -1.20770 -0.410
C 1.41844 -5.07173 -0.08115 -0.166
O 0.42498 -4.69552 0.83563 -0.238
C -0.74203 -3.87353 0.43549 -0.010
N 2.00537 -6.26165 -2.33032 0.021
H 0.85056 -8.37967 -1.23286 0.071
H 0.05751 -7.64316 0.09948 0.075
H 1.79242 -7.73684 0.13560 0.071
H 0.23175 -5.94439 -1.76230 0.103
H 1.57626 -4.12251 -0.59318 0.106
H 2.29896 -5.30525 0.51739 0.106
H -1.11531 -4.02273 -0.57768 0.078
H -0.34256 -2.86544 0.54624 0.081
H -1.58651 -4.12549 1.07695 0.079
H 2.92530 -6.31524 -1.91685 0.089
H 1.87712 -7.14813 -2.79702 0.095
C -6.24231 -1.29521 2.48349 -0.043
C -7.53633 -2.00155 2.14730 -0.416
C -7.29218 -2.92043 0.96387 -0.186
O -8.50045 -3.53113 0.51310 -0.172
C -8.40512 -4.21342 -0.73512 -0.095
N -8.01699 -2.71349 3.34617 0.052
H -6.52151 -0.48353 3.15530 0.081
H -5.59306 -0.97302 1.66938 0.072
H -5.58483 -1.95919 3.04469 0.056
H -8.34683 -1.33508 1.85233 0.117
H -6.57306 -3.67266 1.28809 0.102
H -6.86823 -2.26161 0.20602 0.113
H -7.98320 -3.64560 -1.56437 0.063
H -9.36073 -4.64796 -1.02853 0.091
H -7.72788 -5.06744 -0.74581 0.076
H -8.84634 -3.23736 3.10567 0.084
H -8.38825 -1.99017 3.94540 0.080
C 8.02749 -4.92790 2.45300 -0.056
C 6.47383 -4.72223 2.70922 -0.390
C 5.78062 -4.07857 1.45137 -0.168
O 6.04705 -2.66681 1.31880 -0.216
C 5.12085 -1.95044 0.46127 -0.092
N 5.95062 -6.05610 2.99345 0.043
H 8.58285 -3.99799 2.33070 0.054
H 8.10101 -5.38705 1.46717 0.064
H 8.56682 -5.56384 3.15500 0.072
H 6.43896 -4.14762 3.63480 0.125
H 4.71241 -4.26126 1.56826 0.103
H 6.01961 -4.63865 0.54733 0.120
H 4.85379 -2.45397 -0.46783 0.087
H 5.46427 -0.98672 0.08523 0.061
H 4.16320 -1.78859 0.95606 0.059
H 4.97582 -5.98954 3.24926 0.029
H 5.99660 -6.58638 2.13508 0.069
C -1.48114 3.80686 -4.96173 -0.050
C -0.77780 5.15236 -4.89778 -0.435
C -0.88145 5.82551 -3.54786 -0.125
O -2.30337 6.09438 -3.23920 -0.250
C -3.02625 6.96294 -4.07331 -0.106
N 0.60600 4.94075 -5.21530 0.060
H -1.39095 3.33588 -5.94057 0.065
H -2.55408 3.98528 -4.89046 0.057
H -1.19867 2.98778 -4.30035 0.082
H -1.14268 5.77905 -5.71155 0.132
H -0.41417 6.80903 -3.49865 0.116
H -0.38687 5.28526 -2.74063 0.110
H -2.59297 7.94556 -3.88664 0.095
H -4.08355 6.85744 -3.83026 0.071
H -2.92577 6.64342 -5.11057 0.080
H 1.00132 4.50491 -4.39440 0.053
H 0.88618 4.28350 -5.92917 0.032
C -2.37418 -6.67404 -2.17862 -0.065
C -3.85090 -6.56629 -2.49664 -0.430
C -4.23839 -5.08180 -2.26560 -0.223
O -3.96809 -4.51493 -1.03851 -0.185
C -3.82733 -3.09385 -0.94596 -0.086
N -4.18691 -7.08413 -3.81287 0.046
H -1.78353 -5.91391 -2.68991 0.066
H -1.75312 -7.53016 -2.44216 0.078
H -2.31467 -6.47780 -1.10809 0.078
H -4.39573 -7.14472 -1.75053 0.132
H -5.31465 -4.93552 -2.35712 0.109
H -3.87860 -4.48874 -3.10639 0.119
H -3.78343 -2.84042 0.11326 0.066
H -4.67429 -2.51895 -1.32047 0.076
H -2.90815 -2.74951 -1.41991 0.085
H -3.93283 -8.03828 -3.60041 0.070
H -5.18318 -7.10204 -3.97786 0.067
C 5.81756 2.94660 5.96097 -0.072
C 4.79960 3.82764 6.67625 -0.421
C 5.43026 5.08537 7.43076 -0.100
O 4.43757 5.90502 8.17035 -0.192
C 4.94423 6.73033 9.08243 -0.195
N 3.98034 4.38201 5.60973 0.033
H 6.48268 3.50961 5.30618 0.085
H 5.36838 2.09197 5.45506 0.048
H 6.44988 2.59131 6.77462 0.076
H 4.14652 3.13139 7.20238 0.127
H 6.08102 5.67327 6.78348 0.130
H 6.00156 4.62449 8.23656 0.109
H 4.25981 7.36535 9.64495 0.094
H 5.58063 7.45264 8.57120 0.086
H 5.59208 6.17528 9.76088 0.085
H 3.26350 4.92877 6.06503 0.070
H 3.59905 3.54222 5.19806 0.022